{"formula": "C24H54N8O2PSTl", "method": "ωB97M-V with the def2-TZVPD basis set", "species": ["C", "C", "C", "H", "C", "H", "N", "H", "H", "C", "H", "C", "N", "H", "H", "H", "S", "H", "C", "H", "C", "H", "C", "H", "N", "C", "H", "H", "H", "H", "C", "H", "H", "H", "H", "H", "H", "C", "H", "C", "C", "C", "O", "H", "H", "H", "N", "H", "H", "C", "C", "C", "H", "H", "H", "H", "H", "H", "H", "H", "C", "H", "C", "H", "H", "H", "N", "C", "H", "Tl", "H", "H", "C", "H", "H", "H", "H", "H", "H", "H", "O", "H", "P", "C", "H", "N", "C", "H", "H", "N", "N"], "xyz": [[-2.56315, 2.86917, -0.40179], [-3.40506, -0.24492, 0.16786], [2.42304, 2.54982, -2.71732], [3.98034, 4.09762, -5.86681], [3.04260, 3.79297, -2.63385], [3.10090, 0.02229, 2.37815], [2.00281, 2.57896, -0.46722], [1.85185, 0.91184, -3.95464], [-0.30899, -2.56200, 2.07304], [-1.89984, -4.49374, -3.88358], [1.10754, -4.24289, -4.61288], [-1.32935, 0.53243, 4.52628], [-1.33385, 2.09085, -0.58736], [-2.87362, -0.30214, -0.78469], [-2.70011, 0.18783, 2.05140], [2.26999, -2.94518, -4.84749], [-0.88949, -2.08071, -0.93109], [-2.61801, 3.18992, 0.64053], [-2.29245, -5.77928, -3.16917], [-0.43650, -1.37753, 5.04711], [-0.86822, -2.55170, -2.58289], [-0.55363, 4.03099, 4.71031], [2.97407, -2.13170, 2.37240], [-2.24210, -1.28611, 1.46899], [0.05352, -2.06326, -3.39787], [3.53599, 3.66642, -4.98259], [0.92324, -2.79871, 1.02874], [-4.28668, 1.42740, 1.22041], [4.08367, 5.30535, -3.71773], [3.11467, -2.94922, 1.65890], [2.91103, 2.43119, -5.05895], [-5.28325, 0.73660, -0.03899], [2.85567, 1.90654, -6.00085], [-2.32567, -6.60470, -3.87272], [-2.52449, 3.77852, -1.01963], [3.63800, -2.31291, 3.21771], [-0.74831, -2.58954, -5.24787], [2.34943, 1.86996, -3.92619], [-3.27456, -5.68497, -2.71500], [0.20733, -2.27863, -4.82807], [1.32743, 1.76065, 4.42528], [1.96971, 0.70631, 5.31344], [1.14965, 0.87079, -1.69365], [-2.30695, 0.89234, 4.19764], [-0.54615, 2.71554, -0.44914], [-1.12069, 0.97970, 5.50017], [2.67670, -0.60499, 0.45034], [-2.16635, -1.27099, 5.32769], [1.22559, 0.18869, 5.91283], [-0.83745, 2.84426, 2.89655], [-3.82820, 2.10607, -0.77547], [-4.26091, 1.01940, 0.20755], [2.81824, -1.40403, -0.16260], [0.69962, -1.41116, -2.97155], [-4.63303, 2.83598, -0.84566], [4.45893, -0.80138, 1.58723], [3.08297, 0.20202, -0.01289], [-1.84000, 4.57908, 3.65735], [-2.50182, -3.54537, -2.16014], [-1.66832, 2.60423, 2.23135], [-1.36673, -0.98335, 4.64961], [1.33050, -1.23754, 3.44310], [1.29002, -3.30926, -5.13980], [-2.64720, -4.24268, -4.64312], [-2.08330, 3.15701, 4.65925], [-3.70438, 1.66438, -1.76414], [1.83051, 1.96789, -1.56426], [-1.35266, 3.69183, 4.05703], [2.06730, 2.24284, 3.78427], [0.13799, 0.16014, 0.58437], [3.07635, 4.30911, -1.68777], [-0.09709, 3.39817, 2.31537], [3.36957, -0.81064, 1.72311], [-1.56803, -6.01878, -2.39439], [-0.93655, -4.62978, -4.36740], [0.47293, -1.31767, -5.27453], [-1.29073, 1.75967, -1.54989], [-1.55670, -1.44530, 3.68384], [1.30544, -3.51597, -6.20557], [0.88444, 2.52482, 5.06647], [1.49657, 2.14869, 0.61634], [1.40225, -3.01289, 3.54259], [-0.06762, 1.21705, 3.33363], [3.60156, 4.34255, -3.77203], [2.65610, 1.20177, 5.99698], [-2.39293, -0.31498, 1.22623], [1.53511, -2.15238, 2.87543], [-4.05504, -1.12255, 0.23773], [2.53936, -0.02885, 4.75335], [-1.82691, -3.41581, -2.90458], [0.58252, -2.19151, 1.76789]], "mulliken_charge": [-0.69, -0.59, 0.24, 0.40, -0.24, 0.21, -1.64, 0.34, 0.22, -0.14, 0.32, -0.99, -0.11, 0.19, -0.05, 0.36, -0.45, 0.31, -1.43, 0.28, 0.74, 0.38, -1.09, 0.25, 0.00, -0.49, 0.22, 0.43, 0.41, 0.42, -0.64, 0.30, 0.40, 0.39, 0.48, 0.41, 0.45, -0.21, 0.41, -0.77, -0.81, -1.09, -0.60, 0.57, 0.19, 0.63, -0.33, 0.48, 0.26, 0.43, -0.92, -0.80, 0.19, 0.01, 0.44, 0.47, 0.18, 0.47, 0.24, -0.88, -1.04, -0.24, -1.09, 0.28, 0.30, 0.36, 1.54, -1.48, 0.43, 1.60, 0.44, 0.57, -0.52, 0.33, 0.16, 0.39, 0.13, -0.01, 0.36, 0.46, 0.01, 0.46, 0.77, -0.68, 0.46, -0.15, -0.16, 0.50, 0.14, -0.19, -0.28], "charge": 2, "e_tot_ev": -66582.172, "homo_lumo_gap_ev": 6.26, "relative_energy_kcal_mol": 0.0, "homo_ha": -0.48554}